No. 1
Here is a molecular structure, C30H82AsF6N8O8 in a non-equilibrium geometry from the Open Molecules 2025 dataset. Energies are from ωB97M-V/def2-TZVPD.

Positions of all 135 atoms, in Å:
C (-2.32212, 3.16419, 3.23856)
N (-2.69817, 3.23951, 1.78811)
C (-1.76723, 2.47870, 0.84798)
C (-2.61261, -0.27364, 12.56708)
C (-2.75925, 4.62422, 1.49573)
C (-8.17996, -3.00802, 8.35200)
O (-7.59690, -3.63781, 9.26459)
H (-3.02290, 2.45015, 3.71796)
H (-2.29204, 4.17379, 3.68726)
H (-1.35029, 2.78380, 3.38934)
H (-0.98798, 3.13450, 0.38854)
H (-2.35648, 2.02695, 0.08880)
H (-1.25562, 1.73819, 1.37730)
H (-3.45789, -0.77374, 13.11625)
H (-1.65109, -0.73101, 12.88717)
H (-2.76112, 0.68758, 13.04961)
H (-3.59931, 5.08534, 2.04045)
H (-2.92737, 4.80122, 0.34910)
H (-9.13795, -2.62410, 8.62271)
H (-7.53837, -2.70774, 7.49762)
H (-8.19480, -3.76056, 10.04412)
C (-5.23276, 2.74694, -11.35315)
N (-5.80197, 1.65944, -10.45832)
C (-6.94679, 1.14072, -11.30684)
C (-4.75478, 0.62377, -10.31478)
C (-6.26752, 2.03951, -9.03565)
C (-7.68695, 2.62286, -8.93182)
O (-7.72936, 3.83580, -9.63392)
H (-4.31145, 3.23637, -11.05011)
H (-5.97914, 3.47711, -11.47672)
H (-4.97419, 2.22021, -12.30470)
H (-6.46754, 0.72014, -12.19265)
H (-7.62121, 1.98829, -11.48436)
H (-7.38956, 0.35064, -10.79548)
H (-4.13835, 0.35773, -11.22299)
H (-5.22167, -0.24547, -9.94970)
H (-3.99863, 0.82435, -9.53662)
H (-5.54113, 2.75703, -8.69358)
H (-6.19127, 1.14244, -8.41532)
H (-7.85516, 2.66677, -7.88603)
H (-8.45626, 2.04096, -9.44768)
H (-8.45102, 4.43530, -9.38944)
C (1.21719, -7.77292, -5.64379)
N (2.60444, -8.34728, -5.64387)
C (2.71010, -9.35455, -6.73110)
C (3.59752, -7.22339, -5.93761)
C (2.95998, -9.04040, -4.29604)
C (4.44741, -9.11783, -4.15566)
O (5.24946, -9.76980, -5.21683)
H (0.56285, -8.60693, -5.49275)
H (1.07742, -7.26357, -6.54204)
H (1.21002, -7.08250, -4.83925)
H (2.59512, -8.85405, -7.70286)
H (1.92231, -10.07787, -6.62771)
H (3.70424, -9.77147, -6.76963)
H (3.17330, -6.64286, -6.78115)
H (4.56305, -7.65639, -6.16597)
H (3.80840, -6.59771, -5.07930)
H (2.38121, -9.97520, -4.23047)
H (2.61188, -8.33902, -3.56518)
H (4.56649, -9.64488, -3.18883)
H (4.81900, -8.08088, -4.05473)
H (5.06065, -10.73314, -5.17259)
C (9.16072, 5.15231, 2.84987)
C (8.43604, 6.42296, 3.13612)
O (8.10255, 7.26257, 2.39456)
N (8.40387, 6.72630, 4.70102)
H (8.89429, 6.02440, 5.27451)
H (8.87868, 7.62762, 4.83181)
C (6.93851, 6.94115, 5.26347)
H (9.42404, 4.50609, 3.59381)
H (9.87914, 5.39035, 2.00154)
H (8.46208, 4.49810, 2.33579)
H (7.07560, 6.88530, 6.35312)
H (6.38626, 6.08889, 4.95789)
H (6.61540, 7.83751, 4.77709)
C (6.35984, -0.26594, -6.79084)
C (5.80474, -0.30445, -5.39236)
O (4.99953, -1.02359, -4.90460)
N (6.37351, 0.82122, -4.48578)
H (7.33667, 1.03833, -4.93062)
H (5.66666, 1.49883, -4.39825)
C (6.77526, 0.23380, -3.14740)
H (7.46521, -0.30167, -6.61540)
H (5.95119, 0.71524, -7.11499)
H (6.06026, -1.01421, -7.50212)
H (5.85699, 0.04034, -2.59227)
H (7.43832, 0.98931, -2.66565)
H (7.44589, -0.61844, -3.28454)
C (1.61737, -9.41343, 10.55984)
C (0.37062, -9.86033, 9.90123)
O (-0.29258, -9.23196, 9.17159)
N (-0.21576, -11.21821, 10.34054)
H (0.55839, -11.97902, 10.27252)
H (-0.23906, -11.08644, 11.39474)
C (-1.52914, -11.46453, 9.62665)
H (1.45848, -9.61419, 11.70708)
H (1.71738, -8.34025, 10.46048)
H (2.36541, -10.15257, 10.18762)
H (-1.83564, -10.63503, 8.97878)
H (-2.24049, -11.78756, 10.34717)
H (-1.40954, -12.38935, 8.99643)
C (-1.36861, -1.03549, 9.82935)
C (-2.63549, -0.11490, 10.15306)
O (-3.37044, -0.23132, 11.24037)
N (-3.22297, 0.54810, 9.11320)
H (-2.66000, 0.50575, 8.32116)
H (6.40848, 4.56387, 9.81845)
C (-4.40849, 1.34618, 9.06031)
H (-1.46519, -2.01759, 10.36057)
H (-0.33455, -0.87287, 9.66395)
H (-1.25531, -1.22118, 8.67529)
H (-4.50017, 1.66859, 7.99937)
H (-4.21270, 2.27446, 9.66736)
H (-5.14993, 0.70414, 9.57489)
C (-4.11228, 10.20845, -4.11737)
C (-2.97568, 10.96093, -3.60609)
O (-2.89265, 11.57882, -2.61617)
N (-1.62761, 11.04018, -4.61328)
H (-1.80971, 10.92664, -5.61562)
H (-1.22415, 11.96897, -4.46743)
C (-0.53317, 10.04947, -4.25557)
H (-3.99963, 10.01058, -5.21648)
H (-4.97561, 10.88110, -3.93288)
H (-4.13229, 9.29873, -3.55680)
H (-0.29562, 10.17823, -3.20923)
H (0.31811, 10.09067, -4.90975)
H (-0.95929, 9.09045, -4.37510)
As (2.01183, 3.93593, 3.13278)
F (3.26907, 2.85094, 3.75703)
F (2.89135, 4.40364, 1.75030)
F (-1.56008, 5.38253, 1.86060)
F (1.03178, 3.48241, 4.58582)
F (2.67947, 5.33253, 4.00224)
F (1.19896, 2.65186, 2.24214)

## Properties
Total charge = +7
Gap between HOMO and LUMO = 0.034 hartree
M = 871.944 g mol⁻¹

***

No. 2
Here is C4H8N2O in the gas phase in a non-equilibrium geometry from the Open Molecules 2025 dataset. Energies are from ωB97M-V/def2-TZVPD.

Positions of all 15 atoms, in Å:
C (0.75545, 0.16742, -1.54053)
C (-0.21851, -0.38771, -0.49483)
O (0.17436, -1.67321, -0.10513)
C (-1.60634, -0.46070, -1.03282)
N (-2.73061, -0.44553, -1.31700)
C (-0.34565, 0.56531, 0.75092)
N (0.49187, 0.09224, 1.84201)
H (0.82286, -0.50980, -2.39661)
H (1.75676, 0.25391, -1.09954)
H (0.44262, 1.15488, -1.89377)
H (0.56459, -1.55147, 0.78618)
H (-1.39566, 0.58161, 1.06147)
H (-0.07271, 1.57704, 0.43414)
H (-0.04508, -0.03916, 2.69130)
H (1.25235, 0.71840, 2.06991)

## Properties
Gap between HOMO and LUMO = 0.407 hartree
M = 100.121 g mol⁻¹
Relative energy (zero: lowest compared OMol25 entry of this formula, charge and spin) = 34.3 kcal per mole
SMILES = C[C@](O)(C#N)CN

***

No. 3
Here is a molecular structure, C6H4S2 in a non-equilibrium geometry from the Open Molecules 2025 dataset. Energies are from ωB97M-V/def2-TZVPD.

Positions of all 12 atoms, in Å:
C (-0.03382, 0.24247, -1.44509)
C (-0.26876, -0.24035, 0.04040)
C (0.87982, -0.42329, 0.98936)
C (1.87466, -0.72748, 1.54822)
C (-1.30038, 0.46830, 0.79472)
C (-2.16393, 1.05310, 1.48085)
H (0.69166, -0.81962, -3.54545)
H (-0.38268, -1.25008, 0.03134)
H (2.91771, -0.72767, 1.95037)
H (-2.64932, 1.75771, 2.52157)
S (-0.22516, -1.10248, -2.43657)
S (0.66021, 1.76939, -1.92972)

## Properties
Gap between HOMO and LUMO = 0.289 hartree
M = 140.232 g mol⁻¹
Relative energy (zero: lowest compared OMol25 entry of this formula, charge and spin) = 80.2 kcal per mole

***

No. 4
Here is a molecular structure, H8O4 in a non-equilibrium geometry from the Open Molecules 2025 dataset. Energies are from ωB97M-V/def2-TZVPD.

Positions of all 12 atoms, in Å:
O (0.93599, 0.03121, 1.67484)
H (1.34414, 0.32472, 2.48939)
H (1.58914, 0.21443, 0.99953)
O (0.44900, -1.10044, -1.37930)
H (0.39076, -0.18881, -1.66521)
H (0.16747, -1.08355, -0.46459)
O (-0.60737, -0.03307, 0.30137)
H (0.14440, 0.05153, 0.88784)
H (-1.33964, -0.24756, 0.87930)
O (-1.04070, 1.05911, -1.16088)
H (-1.17771, 0.63168, -2.00631)
H (-0.85548, 0.34075, -0.55599)

## Properties
Gap between HOMO and LUMO = 0.343 hartree
M = 72.060 g mol⁻¹
Relative energy (zero: lowest compared OMol25 entry of this formula, charge and spin) = 163.6 kcal per mole

***

No. 5
Here is 7 unconnected molecules or ions with the total composition C21H50F9N5O7PS in a non-equilibrium geometry from the Open Molecules 2025 dataset. Energies are from ωB97M-V/def2-TZVPD.

Positions of all 94 atoms, in Å:
C (6.19549, -1.64832, -0.24929)
C (6.00552, -2.13158, -1.63250)
O (6.78596, -2.12085, -2.49570)
N (4.72886, -2.95189, -1.88905)
H (4.99299, -3.67485, -2.57904)
H (4.44052, -3.50446, -1.07504)
C (3.66984, -2.08926, -2.46735)
H (6.02334, -0.56609, -0.20516)
H (7.26082, -1.72577, -0.02299)
H (5.63634, -2.14892, 0.53622)
H (3.29471, -1.44246, -1.66930)
H (2.81582, -2.62590, -2.86077)
H (4.12740, -1.45787, -3.22239)
C (0.54565, 4.95674, 0.87446)
C (0.61221, 4.99182, -0.61160)
O (-0.28065, 4.77235, -1.34908)
N (1.90895, 5.37217, -1.17227)
H (2.58226, 5.68279, -0.45710)
H (2.48725, 4.47597, -1.46506)
C (1.88310, 6.41776, -2.22446)
H (1.44308, 4.49749, 1.29317)
H (-0.34952, 4.47491, 1.23936)
H (0.54354, 6.00028, 1.21490)
H (1.51906, 5.95536, -3.13938)
H (2.92426, 6.60464, -2.47259)
H (1.25799, 7.24122, -1.91283)
C (0.04092, -1.85303, 3.80025)
C (0.98321, -1.52089, 4.93083)
O (1.08603, -2.17862, 5.88389)
N (1.63731, -0.15578, 4.95105)
H (0.93463, 0.57646, 4.77985)
H (1.89531, 0.06098, 5.93201)
C (2.87719, 0.06110, 4.14618)
H (-0.52507, -2.72327, 4.10315)
H (0.54161, -1.86964, 2.83024)
H (-0.65718, -1.01991, 3.64202)
H (2.76252, -0.31894, 3.13642)
H (3.73511, -0.44734, 4.58207)
H (3.15111, 1.10988, 4.10700)
C (-6.11701, 1.17826, 1.23509)
C (-5.32576, 2.42423, 1.33031)
O (-5.64084, 3.50745, 1.04062)
N (-3.93946, 2.31252, 2.04517)
H (-3.90349, 3.12449, 2.67705)
H (-3.97510, 1.49801, 2.66802)
C (-2.82194, 2.35140, 1.05970)
H (-5.60532, 0.40421, 0.66179)
H (-7.03323, 1.47775, 0.72915)
H (-6.40895, 0.76633, 2.20346)
H (-2.92200, 1.46536, 0.44276)
H (-1.84290, 2.49127, 1.49789)
H (-3.04048, 3.21545, 0.43238)
C (-5.40904, -5.27047, 0.34789)
C (-4.43700, -4.10190, 0.54847)
C (-3.43754, -4.03477, -0.56645)
N (-2.36024, -2.98909, -0.46029)
C (-1.58137, -3.21333, 0.79740)
C (-2.89539, -1.57082, -0.58924)
C (-3.09418, -1.38933, -2.07050)
C (-1.90190, -2.12172, -2.69973)
C (-1.46412, -3.13684, -1.63741)
H (-5.66433, -5.72772, 1.29743)
H (-4.97946, -6.08417, -0.24730)
H (-6.27037, -4.95514, -0.23695)
H (-4.00532, -4.14741, 1.54796)
H (-4.98429, -3.15088, 0.55490)
H (-3.92637, -3.91929, -1.53423)
H (-2.93993, -5.00532, -0.63547)
H (-0.85168, -2.40656, 0.85560)
H (-1.13880, -4.20076, 0.75960)
H (-2.25931, -3.07751, 1.63234)
H (-2.06862, -0.99038, -0.19738)
H (-3.74258, -1.50602, 0.08916)
H (-3.12295, -0.33311, -2.32765)
H (-4.00685, -1.85531, -2.44098)
H (-1.10928, -1.40545, -2.90612)
H (-2.15912, -2.58007, -3.65047)
H (-0.44432, -2.93394, -1.30452)
H (-1.39461, -4.17310, -1.96874)
C (3.16633, 1.85065, -3.91781)
F (3.78489, 0.99172, -3.08623)
F (3.48329, 1.49566, -5.16979)
F (1.84080, 1.73040, -3.76663)
S (3.73239, 3.57618, -3.57400)
O (5.06365, 3.55896, -4.07159)
O (2.81681, 4.45771, -4.24948)
O (3.62947, 3.68426, -2.11100)
P (1.62604, 0.81815, 0.28334)
F (1.98921, -0.64917, 0.93507)
F (0.15270, 0.69084, 1.05622)
F (2.13805, 1.60632, 1.61040)
F (1.17454, 2.19944, -0.38010)
F (3.07806, 0.89358, -0.32049)
F (1.03181, 0.08277, -1.02875)

## Properties
Total charge = +3
Gap between HOMO and LUMO = 0.242 hartree
M = 718.682 g mol⁻¹
Relative energy (zero: lowest compared OMol25 entry of this formula, charge and spin) = 31.1 kcal per mole

***

No. 6
Here is 7 unconnected molecules or ions with the total composition C19H38Cl6O4 in a non-equilibrium geometry from the Open Molecules 2025 dataset. Energies are from ωB97M-V/def2-TZVPD.

Positions of all 67 atoms, in Å:
C (-0.04198, 3.00041, 0.25278)
C (-0.62584, 4.40864, 0.35353)
C (0.10068, 5.11677, -0.86557)
O (0.95942, 4.12164, -1.39705)
C (0.62192, 2.83575, -1.04675)
H (-0.82991, 2.28133, 0.36097)
H (0.62965, 2.82665, 1.10045)
H (-0.34625, 4.82653, 1.35202)
H (-1.67682, 4.46156, 0.31633)
H (0.74109, 5.95197, -0.56932)
H (-0.59257, 5.43379, -1.66811)
H (1.52013, 2.16027, -1.06319)
H (-0.07063, 2.41407, -1.82996)
C (-5.18848, 1.60653, -1.27810)
C (-4.23050, 1.40898, -2.44970)
C (-3.16376, 2.49527, -2.16310)
O (-3.83448, 3.51811, -1.36069)
C (-5.20908, 3.15437, -1.17707)
H (-4.74950, 1.17605, -0.33764)
H (-6.17899, 1.19158, -1.46733)
H (-4.72991, 1.52077, -3.39494)
H (-3.84004, 0.36977, -2.33539)
H (-2.78053, 2.87380, -3.10948)
H (-2.43640, 2.01666, -1.52704)
H (-5.87553, 3.58450, -1.95324)
H (-5.56487, 3.52125, -0.20894)
C (5.06044, 2.13656, 1.16399)
C (4.95728, 0.62683, 0.94600)
C (6.31035, 0.30766, 0.36359)
O (6.85253, 1.51162, -0.21879)
C (5.95768, 2.62558, 0.01214)
H (5.61851, 2.40418, 2.07644)
H (4.12505, 2.68631, 1.20767)
H (4.15392, 0.34674, 0.24814)
H (4.91635, 0.00349, 1.82458)
H (6.26184, -0.37712, -0.46367)
H (7.05851, -0.07293, 1.09041)
H (5.38765, 2.87759, -0.90413)
H (6.61672, 3.43907, 0.35705)
C (-0.97264, -4.90785, -1.83764)
C (0.50074, -5.14819, -2.11859)
C (1.08728, -4.06454, -1.20392)
O (0.31020, -4.18607, -0.01210)
C (-0.87342, -4.89303, -0.26836)
H (-1.62050, -5.70903, -2.22636)
H (-1.27432, -3.94537, -2.22336)
H (0.82851, -5.06167, -3.14018)
H (0.78070, -6.09468, -1.67652)
H (0.95576, -3.05909, -1.57962)
H (2.11156, -4.19654, -0.93294)
H (-1.74830, -4.36728, 0.10862)
H (-0.82759, -5.92135, 0.10055)
Cl (-4.24231, -2.49812, 3.79456)
C (-3.75721, -2.08934, 2.18857)
Cl (-3.56273, -0.34461, 2.05374)
H (-2.82512, -2.52560, 1.95818)
H (-4.53255, -2.39607, 1.46084)
Cl (1.36754, -0.44928, 0.82268)
C (-0.37708, -0.66017, 0.75676)
Cl (-1.05730, -0.71765, -0.85787)
H (-0.59457, -1.58275, 1.30328)
H (-0.78762, 0.19515, 1.26588)
Cl (0.65387, -4.09277, 2.83353)
C (1.19731, -4.44511, 4.44094)
Cl (-0.16226, -4.81551, 5.49801)
H (1.87868, -5.28858, 4.43947)
H (1.65971, -3.52751, 4.81494)

## Properties
Gap between HOMO and LUMO = 0.357 hartree
M = 543.227 g mol⁻¹
Relative energy (zero: lowest compared OMol25 entry of this formula, charge and spin) = 2.8 kcal per mole
SMILES = C1CCOC1.C1CCOC1.C1CCOC1.C1CCOC1.ClCCl.ClCCl.ClCCl